1.
A molecular structure, C30H48BCaClCsF9MgN2O11PSi at a distorted geometry, computed with ωB97M-V/def2-TZVPD.

```
107
Properties=species:S:1:pos:R:3:forces:R:3:lowdin_charge:R:1
C -4.511 -4.702 1.166 0.21 0.44 0.06 -0.063
C -3.135 -5.103 0.568 -1.91 -0.43 -0.25 -0.269
O -2.102 -5.100 1.548 0.27 0.17 -0.78 -0.152
C -0.848 -4.775 0.962 -0.02 0.39 1.30 -0.171
C -0.823 -3.235 0.757 -0.49 -0.88 -0.99 -0.134
O 0.419 -2.628 1.220 -0.82 0.28 -0.79 -0.126
C 0.212 -1.281 1.196 -0.18 0.94 0.68 -0.216
C 0.574 -0.588 0.055 -0.01 0.00 0.42 -0.085
Si 1.400 -1.661 -1.288 -0.26 -2.14 -1.25 0.640
C 2.281 -3.251 -0.676 -0.26 0.27 0.18 -0.149
C 0.115 -2.331 -2.541 0.17 -0.36 -0.02 -0.161
C 2.832 -0.967 -2.321 -1.65 0.74 0.90 -0.585
N 0.251 0.813 -0.017 -0.06 0.34 0.48 0.063
C 0.555 1.484 -1.231 -4.00 0.91 0.72 -0.282
F 2.134 1.530 -1.544 1.87 -1.91 -2.56 -0.472
F 0.438 2.905 -1.160 0.52 -1.14 -0.06 -0.049
C -0.340 1.101 -2.421 -0.99 -0.75 0.32 -0.328
F 0.270 0.438 -3.439 0.31 0.59 0.41 0.098
F -1.319 0.259 -1.969 0.42 0.39 -0.05 0.135
C -1.145 2.266 -3.110 -0.78 -1.06 -1.49 -0.316
F -2.015 2.900 -2.317 1.11 0.19 0.26 0.183
F -1.934 1.609 -4.011 0.45 0.10 0.44 0.145
C -0.269 3.226 -4.010 -1.08 1.32 -0.42 -0.508
F 1.101 3.060 -3.825 -1.77 -0.04 0.72 -0.116
F -0.571 3.031 -5.340 0.56 -0.19 1.66 0.006
F -0.563 4.496 -3.771 0.33 -0.51 0.38 0.191
C -0.400 1.437 1.043 -0.93 -0.33 1.05 -0.193
N -0.816 2.773 0.997 0.26 -0.58 -0.66 0.123
C -0.713 0.749 2.252 0.52 -1.38 0.65 -0.002
C -1.344 1.362 3.398 -0.01 1.14 0.28 -0.122
C -1.728 2.825 3.556 -1.02 0.71 0.31 -0.168
C -3.114 3.188 2.866 0.71 -1.14 -1.12 -0.701
C -3.844 1.964 2.244 -0.44 0.08 0.06 -0.133
Cl -4.226 3.968 4.020 0.10 0.17 -0.20 0.661
C -1.669 0.624 4.528 0.16 -0.92 -0.24 0.055
C -1.370 -0.761 4.656 0.49 0.74 -0.89 0.018
B -1.827 -1.434 6.033 -0.32 -0.50 0.51 -0.434
O -0.958 -2.160 6.823 -0.05 0.76 -0.50 0.150
C -3.309 -1.225 6.546 0.63 0.00 -0.31 -0.134
C -3.242 -0.087 7.648 0.53 -0.33 -0.58 -0.080
C -0.712 -1.411 3.578 -0.21 -0.05 0.58 -0.101
C -0.358 -2.888 3.781 0.66 0.18 -0.35 0.001
C -0.408 -0.684 2.384 0.09 0.39 -0.37 0.008
H -4.613 -5.003 2.221 0.11 -0.10 -0.47 0.084
H -5.318 -5.159 0.571 0.40 0.07 0.36 0.053
H -4.683 -3.609 1.126 0.25 -0.40 0.08 0.073
H -3.283 -6.120 0.148 0.49 0.37 0.25 0.110
H -2.964 -4.433 -0.296 0.41 -0.17 0.41 0.108
H -0.667 -5.353 0.040 -0.03 0.29 0.25 0.133
H -0.099 -5.040 1.733 -0.14 0.07 -0.55 0.137
H -1.698 -2.800 1.271 0.49 -0.16 0.09 0.147
H -0.978 -3.027 -0.323 0.36 0.19 0.55 0.101
H 2.866 -3.064 0.241 -0.27 -0.41 -0.30 0.052
H 1.502 -4.017 -0.515 0.52 0.33 0.27 0.034
H 2.936 -3.676 -1.462 -0.20 0.43 0.23 0.044
H -0.924 -2.166 -2.215 0.38 0.13 -0.44 0.032
H 0.226 -3.431 -2.638 0.07 0.51 0.24 0.055
H 0.294 -1.942 -3.560 -0.35 0.00 0.53 0.039
H 2.577 -0.210 -3.109 0.15 -0.64 0.66 0.029
H 3.544 -0.433 -1.591 -1.90 -0.64 -0.55 -0.080
H 3.479 -1.762 -2.836 -5.58 -0.19 1.76 -0.201
H -0.049 3.443 1.062 -0.28 0.10 0.02 0.094
H -1.445 2.971 0.226 0.29 0.20 -0.01 0.109
H -0.943 3.540 3.272 -0.36 -0.36 -0.09 0.108
H -1.908 3.028 4.642 0.47 -0.52 -0.37 0.046
H -2.923 3.856 2.009 -0.23 0.17 0.72 0.079
H -4.031 1.160 2.974 0.16 0.34 -0.17 0.081
H -4.833 2.264 1.848 0.50 0.02 0.24 0.077
H -3.291 1.528 1.391 -0.01 0.21 0.39 0.064
H -2.163 1.136 5.374 0.33 0.08 -0.43 0.114
H -0.043 -2.021 6.547 -0.07 -0.23 0.16 0.106
H -3.918 -0.917 5.678 -0.12 -0.17 0.58 0.095
H -3.670 -2.187 6.950 -0.10 0.49 -0.13 0.105
H -2.220 0.344 7.670 -0.59 0.06 0.10 0.069
H -3.923 0.732 7.383 0.22 -0.28 0.41 0.076
H -3.418 -0.503 8.649 -0.18 0.24 -0.37 0.078
H 0.692 -3.023 3.465 -0.64 -0.33 -0.05 0.103
H -0.386 -3.239 4.820 -0.37 0.51 -0.29 0.084
H -1.048 -3.525 3.205 0.46 0.08 0.23 0.082
O -2.138 3.120 6.659 0.15 -0.41 -0.53 -0.379
H -2.730 3.688 6.154 -0.19 0.18 0.33 -0.154
O -5.222 -6.903 -1.085 0.08 0.69 -0.02 -0.093
P -5.192 -6.236 -2.430 -0.26 -1.33 -0.92 -0.010
O -6.526 -6.403 -3.130 0.22 -0.24 -0.04 -0.059
O -4.121 -6.885 -3.285 -0.29 -0.26 0.08 -0.075
O -4.871 -4.692 -2.294 0.70 1.27 -2.65 -0.108
Mg 1.729 3.073 -5.822 1.57 -0.19 -1.79 0.675
Ca 2.948 2.739 -0.265 1.53 2.17 1.87 1.287
C 5.343 4.713 -5.389 -0.09 0.01 0.01 -0.126
O 5.987 4.321 -4.182 0.05 -0.05 -0.11 -0.220
C 7.142 3.529 -4.412 -0.06 0.17 0.31 -0.211
C 8.416 4.354 -4.355 0.18 -0.09 -0.37 -0.204
O 8.466 5.316 -5.392 -0.28 -0.04 0.17 -0.184
C 8.058 6.611 -4.971 0.15 0.08 -0.05 -0.101
H 4.691 5.557 -5.165 0.00 -0.05 0.05 0.088
H 6.057 5.018 -6.156 0.05 -0.01 0.06 0.090
H 4.731 3.889 -5.768 0.02 0.04 -0.09 0.005
H 7.062 2.999 -5.367 0.06 0.08 -0.04 0.128
H 7.180 2.780 -3.612 0.05 -0.05 0.03 0.111
H 9.270 3.685 -4.499 0.00 -0.02 0.05 0.128
H 8.527 4.834 -3.377 -0.09 -0.03 0.02 0.128
H 8.881 7.104 -4.445 -0.04 0.07 0.04 0.092
H 7.182 6.577 -4.320 0.01 -0.05 0.00 0.082
H 7.809 7.191 -5.859 0.07 -0.05 -0.02 0.094
O -4.598 -4.485 -4.530 -0.28 -0.28 3.29 0.042
H -4.888 -3.556 -4.506 -0.16 0.11 0.15 0.041
Cs 5.160 -1.018 -3.004 9.15 1.41 -2.62 1.189
```
Positions in Å, forces in eV/Å.

* gap between HOMO and LUMO: 1.049 eV
* charge: +1
* E_HOMO: -7.92 eV
* molecular weight: 1086.3 u

2.
9 unconnected molecules or ions with the total composition C28H79N5O9 at a distorted geometry, computed with ωB97M-V/def2-TZVPD.

```
121
Properties=species:S:1:pos:R:3:forces:R:3:lowdin_charge:R:1
C -1.086 -1.844 -0.190 0.18 -0.18 1.57 -0.113
O -1.266 -0.446 -0.080 -0.14 -0.19 -0.30 -0.186
C -0.278 0.292 -0.743 0.09 1.18 -0.85 -0.222
C -0.325 1.784 -0.333 -0.58 0.12 1.18 -0.392
C -1.777 2.413 -0.433 1.32 -0.03 -0.32 -0.045
N 0.711 2.630 -0.981 -0.97 -0.37 -1.11 0.022
H -0.220 -2.108 0.418 0.30 -0.19 0.10 0.081
H -0.917 -2.338 -1.147 -0.32 0.72 -0.58 0.087
H -1.941 -2.291 0.317 -0.08 -0.06 -0.27 0.088
H 0.723 -0.111 -0.591 0.22 -0.14 0.34 0.117
H -0.463 0.228 -1.816 0.05 0.08 -0.37 0.126
H -0.037 1.877 0.714 -0.55 -0.75 0.53 0.119
H -2.622 1.811 -0.099 0.52 -0.46 0.16 0.068
H -1.995 2.685 -1.466 0.11 0.18 -0.07 0.071
H -1.768 3.301 0.199 -0.11 0.22 -0.20 0.065
H 0.529 3.592 -0.733 0.03 0.09 -0.02 0.059
H 1.649 2.413 -0.677 -0.05 -0.19 0.19 0.061
C 4.306 6.287 1.743 0.42 -0.69 -0.19 -0.101
O 4.889 5.026 1.487 0.17 -1.09 0.80 -0.207
C 6.122 4.993 0.803 0.21 -0.46 0.07 -0.211
C 6.717 3.561 0.816 -0.49 -0.96 0.07 -0.400
C 8.199 3.506 0.290 -0.48 1.10 1.09 -0.047
N 5.844 2.609 0.138 -0.36 -0.96 -1.90 0.014
H 3.532 6.155 2.500 -0.13 -0.18 -0.23 0.086
H 3.876 6.608 0.794 -0.05 0.78 0.16 0.088
H 5.039 6.955 2.194 0.09 0.42 -0.38 0.085
H 5.956 5.371 -0.205 0.27 -0.16 -0.38 0.126
H 6.877 5.613 1.288 0.01 0.44 0.22 0.118
H 6.715 3.183 1.838 0.43 0.76 0.53 0.124
H 8.481 4.336 -0.357 -0.46 -0.19 -0.59 0.068
H 8.576 2.562 -0.104 -0.49 0.00 -0.04 0.071
H 8.796 3.751 1.168 0.22 -0.31 0.17 0.067
H 5.069 2.153 0.598 -0.28 1.16 0.94 0.065
H 6.300 1.762 -0.169 0.89 0.34 -0.36 0.055
C -1.044 8.845 -2.635 -0.08 0.06 0.62 -0.096
O -1.456 9.696 -1.569 -0.28 0.52 0.00 -0.223
C -2.704 10.411 -1.687 0.12 0.26 -0.99 -0.194
C -3.433 10.550 -0.325 1.45 -0.48 -0.74 -0.431
C -4.502 11.620 -0.355 0.10 -0.12 0.01 -0.066
N -2.388 10.748 0.708 -1.02 -0.21 -0.28 0.038
H -1.055 9.282 -3.634 -0.70 0.21 -0.04 0.084
H -1.626 7.929 -2.532 0.03 -0.16 -0.64 0.089
H 0.014 8.617 -2.505 -0.04 -0.07 0.49 0.082
H -2.525 11.401 -2.105 0.52 0.50 0.29 0.115
H -3.317 10.005 -2.492 -0.33 -0.76 0.21 0.118
H -3.795 9.543 -0.117 -0.67 0.12 0.18 0.135
H -4.116 12.582 -0.691 0.36 0.07 0.20 0.075
H -4.893 11.731 0.656 -0.24 0.07 -0.15 0.079
H -5.291 11.404 -1.076 -0.17 -0.31 0.21 0.078
H -1.813 9.958 0.451 0.81 0.00 0.66 0.051
H -1.840 11.563 0.470 0.15 0.30 -0.04 0.067
C 3.986 -3.550 -4.495 -0.15 -0.20 -1.30 -0.063
O 4.453 -4.228 -5.728 0.12 2.16 1.71 -0.199
C 3.803 -5.436 -5.946 0.38 -0.91 1.23 -0.268
C 4.303 -6.123 -7.216 -0.86 0.40 0.18 -0.388
C 4.167 -5.086 -8.353 0.26 0.03 -0.89 -0.051
N 3.522 -7.392 -7.383 0.04 1.09 -0.39 0.026
H 4.423 -2.554 -4.421 0.55 -0.34 -0.23 0.082
H 4.124 -4.099 -3.564 0.55 -0.38 -0.19 0.081
H 2.918 -3.336 -4.520 -0.33 -0.31 -0.47 0.077
H 4.146 -6.097 -5.150 -0.46 -0.44 0.53 0.117
H 2.733 -5.269 -5.822 -0.34 -0.42 -0.64 0.128
H 5.322 -6.431 -6.980 0.40 0.61 -0.42 0.129
H 3.928 -4.086 -7.991 -0.34 -0.25 0.37 0.069
H 3.437 -5.340 -9.122 -0.33 -0.31 0.30 0.072
H 5.053 -4.856 -8.945 0.49 -0.60 0.21 0.069
H 3.800 -8.040 -6.660 0.02 -0.05 0.20 0.060
H 3.807 -7.823 -8.251 -0.03 -0.07 -0.20 0.061
C -4.446 -8.788 4.215 0.39 0.37 0.74 -0.131
O -3.803 -9.901 4.702 0.75 -2.41 0.48 -0.204
C -4.387 -11.163 4.403 -0.73 1.00 0.98 -0.195
C -5.745 -11.515 5.093 1.67 -0.80 1.01 -0.423
C -5.691 -11.670 6.641 0.47 0.74 -1.09 -0.056
N -6.082 -12.849 4.631 -1.05 -0.36 -1.14 0.012
H -4.835 -8.966 3.212 -0.16 0.35 -0.16 0.091
H -3.617 -8.082 4.263 -0.59 0.76 -0.54 0.095
H -5.202 -8.523 4.954 -0.52 0.53 -0.43 0.088
H -4.658 -11.184 3.348 0.48 -0.26 -0.44 0.112
H -3.628 -11.888 4.697 -0.09 -0.19 -0.28 0.127
H -6.456 -10.764 4.751 -0.41 -0.27 0.23 0.133
H -6.649 -12.039 7.006 -0.01 0.47 0.08 0.073
H -5.334 -10.731 7.064 -0.37 -0.01 0.43 0.070
H -4.958 -12.432 6.907 0.15 -0.07 -0.17 0.072
H -6.359 -12.830 3.660 -0.38 0.09 -0.23 0.066
H -5.288 -13.472 4.598 0.39 0.04 0.53 0.070
C 5.758 -3.076 4.343 -1.35 -0.62 1.30 -0.075
C 5.050 -4.409 4.550 0.17 -1.97 -0.72 -0.338
O 3.828 -4.417 3.809 -0.07 0.84 -0.32 -0.092
H 6.007 -2.909 3.295 0.04 0.01 0.24 0.078
H 6.593 -2.992 5.038 0.23 -0.03 -0.36 0.074
H 4.991 -2.394 4.710 0.25 0.71 -0.41 0.072
H 4.849 -4.795 5.549 -0.04 1.17 0.70 0.106
H 5.664 -5.247 4.218 0.43 0.00 -0.68 0.096
H 3.356 -5.252 3.842 0.34 -0.12 0.26 0.079
C -8.940 1.407 1.146 0.07 -0.24 0.51 -0.113
C -8.417 2.091 -0.101 -1.27 -1.35 -0.05 -0.299
O -9.472 2.625 -0.938 1.24 0.60 0.13 -0.087
H -9.443 0.471 0.903 -0.45 0.15 -0.35 0.070
H -9.596 1.996 1.788 0.15 0.15 -0.01 0.074
H -8.093 1.017 1.710 0.17 0.41 0.32 0.073
H -7.937 1.231 -0.568 0.30 0.29 -0.86 0.098
H -7.633 2.821 0.098 -0.53 0.40 -0.13 0.111
H -10.324 2.192 -0.851 0.31 -0.41 0.43 0.073
C 2.196 3.519 -7.763 -1.90 0.54 0.78 -0.092
C 1.920 4.071 -6.342 -0.69 -0.89 -1.61 -0.299
O 0.811 3.347 -5.730 1.64 0.43 -0.03 -0.095
H 1.210 3.493 -8.227 -0.20 0.06 -0.21 0.064
H 2.486 2.468 -7.786 0.83 0.36 0.01 0.073
H 2.725 4.290 -8.323 0.67 -0.63 -0.08 0.071
H 1.544 5.086 -6.472 0.59 0.32 0.21 0.102
H 2.852 3.995 -5.781 -0.23 0.23 0.47 0.106
H 1.034 3.507 -4.810 -0.71 -0.44 0.49 0.064
C -1.927 0.470 6.158 0.09 0.52 0.33 -0.101
C -0.899 -0.430 6.837 -1.86 -0.63 -0.17 -0.305
O -0.989 -1.727 6.220 0.91 0.22 0.39 -0.089
H -2.075 1.335 6.805 0.05 0.41 -0.30 0.068
H -2.914 0.022 6.042 0.17 -0.46 0.32 0.073
H -1.651 0.770 5.147 0.33 0.22 0.08 0.068
H -1.233 -0.603 7.860 -0.01 -0.06 0.06 0.105
H 0.083 0.029 6.945 0.28 -0.25 -0.60 0.107
H -0.628 -1.671 5.333 0.06 0.03 -0.11 0.075
```
Positions in Å, forces in eV/Å.

* gap between HOMO and LUMO: 9.278 eV
* SMILES string: COC[C@H](C)N.COC[C@H](C)N.COC[C@H](C)N.COC[C@H](C)N.COC[C@H](C)N.CCO.CCO.CCO.CCO
* E_HOMO: -9.02 eV
* molecular weight: 630.0 u